No. 1
Entry from OMol25: a cluster of 10 separate species, C25H60O20 in total (ωB97M-V with the def2-TZVPD basis set).

SMILES   CCOC(=O)OC.CCOC(=O)OC.CCOC(=O)OC.CCOC(=O)OC.CCOC(=O)OC.CO.CO.CO.CO.CO
LUMO energy   0.57 eV
Gap between HOMO and LUMO   10.21 eV
Strongest force on any atom   5.6 eV/A
Charge   0
Highest occupied orbital energy   -9.64 eV

Atoms and positions in Å:
C 1.672 3.118 -3.160
C 0.777 2.618 -2.012
O -0.479 3.519 -1.957
C -1.566 3.153 -2.672
O -1.756 2.051 -3.245
O -2.404 4.151 -2.810
C -3.747 3.854 -3.308
H 1.042 2.986 -4.112
H 2.395 2.299 -3.250
H 2.099 4.074 -3.001
H 1.206 2.756 -1.053
H 0.531 1.586 -2.143
H -4.392 4.617 -2.865
H -4.009 2.899 -2.949
H -3.763 3.923 -4.412
C 4.028 2.247 1.784
C 4.470 3.234 0.699
O 3.240 3.795 0.214
C 3.219 5.052 -0.252
O 4.103 5.855 -0.089
O 2.066 5.277 -0.899
C 1.713 6.539 -1.416
H 3.282 1.532 1.376
H 3.494 2.643 2.643
H 4.932 1.663 2.054
H 5.011 2.771 -0.175
H 5.099 4.022 1.198
H 0.812 6.896 -0.924
H 1.624 6.337 -2.473
H 2.551 7.195 -0.955
C 2.014 -5.996 0.155
C 0.626 -6.359 0.551
O 0.544 -6.288 2.018
C -0.655 -6.349 2.598
O -1.720 -6.544 2.068
O -0.512 -6.244 3.915
C -1.651 -6.171 4.768
H 2.174 -6.228 -0.901
H 2.668 -6.548 0.765
H 2.216 -4.915 0.148
H 0.438 -7.358 0.307
H -0.121 -5.611 0.161
H -2.147 -5.174 4.735
H -1.145 -6.265 5.735
H -2.352 -6.934 4.588
C -3.264 -4.776 -0.455
C -2.917 -3.453 -1.166
O -2.079 -3.543 -2.348
C -0.770 -3.762 -2.167
O -0.089 -3.732 -1.228
O -0.301 -3.905 -3.473
C 1.093 -3.973 -3.690
H -2.381 -5.168 0.010
H -3.630 -5.608 -1.071
H -3.954 -4.629 0.383
H -2.465 -2.763 -0.433
H -3.775 -2.952 -1.590
H 1.557 -3.007 -3.497
H 1.185 -4.246 -4.771
H 1.714 -4.698 -3.117
C -0.078 -3.056 2.582
C 0.299 -1.572 2.531
O -0.344 -1.098 1.295
C 0.134 0.096 0.914
O 1.009 0.747 1.489
O -0.353 0.513 -0.205
C -1.449 -0.051 -0.883
H 0.575 -3.617 1.902
H -1.149 -3.324 2.382
H 0.160 -3.534 3.543
H 1.408 -1.437 2.435
H -0.143 -1.058 3.399
H -1.108 -1.091 -1.260
H -1.685 0.500 -1.745
H -2.362 -0.287 -0.309
C -1.356 1.402 5.406
O -1.156 1.111 3.999
H -1.494 0.457 5.928
H -0.587 2.062 5.802
H -2.249 2.054 5.578
H -0.548 1.725 3.600
C -2.197 -0.999 -4.553
O -3.109 -0.393 -3.621
H -1.363 -1.384 -4.027
H -2.687 -1.881 -4.963
H -1.877 -0.325 -5.359
H -3.195 0.537 -3.810
C 2.713 -0.565 -0.965
O 1.594 -1.196 -1.540
H 3.056 -1.126 -0.073
H 3.461 -0.594 -1.667
H 2.543 0.459 -0.673
H 1.088 -1.590 -0.796
C 0.919 4.517 3.310
O 0.701 3.128 3.053
H 1.993 4.820 3.087
H 0.248 5.113 2.664
H 0.678 4.742 4.317
H 0.893 2.815 2.165
C -2.035 5.857 0.422
O -0.761 5.298 0.642
H -2.070 6.467 -0.476
H -2.803 5.085 0.477
H -2.213 6.598 1.282
H -0.652 4.613 -0.113

Here are the Löwdin charges for atoms 1 to 6, given in e: -0.027, -0.117, 0.007, -0.548, 0.043, 0.003

No. 2
Entry from OMol25: a structure of composition C25H61AlBCl2FLiO7S (ωB97M-V with the def2-TZVPD basis set).

LUMO energy   -11.63 eV
Gap between HOMO and LUMO   1.05 eV
Strongest force on any atom   4.0 eV/A
Charge   +3
Highest occupied orbital energy   -12.68 eV

Atoms and positions in Å:
C 7.021 -3.544 -0.383
C 5.596 -3.036 -1.096
C 5.953 -2.780 -2.688
C 4.560 -2.349 -3.441
C 4.201 -0.749 -3.238
C 2.684 -0.487 -2.646
C 2.627 0.868 -1.668
C 2.119 0.489 -0.154
C 0.494 0.531 0.062
C -0.371 -0.162 -1.169
C -0.236 -1.810 -0.916
C -0.454 -2.685 -2.283
C 0.641 -3.878 -2.535
C 1.219 -4.594 -1.179
C 1.508 -6.203 -1.310
B 0.081 -7.070 -1.441
O -0.313 -7.268 -2.867
H 7.373 -2.695 0.343
H 7.832 -3.713 -1.222
H 6.771 -4.548 0.182
H 5.133 -2.101 -0.564
H 4.765 -3.885 -1.073
H 6.281 -3.831 -3.123
H 6.824 -2.002 -2.840
H 3.712 -3.058 -3.047
H 4.712 -2.560 -4.600
H 5.019 -0.169 -2.604
H 4.220 -0.251 -4.322
H 1.956 -0.279 -3.559
H 2.321 -1.426 -2.017
H 1.948 1.716 -2.151
H 3.716 1.332 -1.559
H 2.624 -0.542 0.142
H 2.579 1.305 0.585
H 0.276 -0.091 1.057
H 0.151 1.629 0.283
H -0.014 0.156 -2.239
H -1.499 0.102 -0.988
H 0.796 -1.956 -0.384
H -1.125 -2.069 -0.166
H -1.545 -3.156 -2.318
H -0.414 -1.907 -3.187
H 1.547 -3.422 -3.133
H 0.115 -4.662 -3.266
H 2.260 -4.061 -0.940
H 0.550 -4.411 -0.226
H 2.301 -6.495 -2.120
H 1.968 -6.544 -0.265
H -0.762 -6.418 -0.902
H 0.148 -8.086 -0.841
H -1.025 -6.550 -3.016
Cl -1.744 -5.315 1.536
C -1.938 -3.871 2.561
C -3.339 -3.286 2.471
Cl -3.664 -2.564 0.875
H -1.177 -3.141 2.269
H -1.732 -4.183 3.590
H -3.457 -2.488 3.210
H -4.105 -4.044 2.664
C 0.193 6.118 2.233
C -0.806 6.276 1.115
C -0.863 4.877 0.541
O -0.600 3.972 1.622
C -0.121 4.728 2.743
H 0.111 6.884 3.007
H 1.211 6.146 1.827
H -1.784 6.550 1.528
H -0.523 7.029 0.376
H -0.086 4.726 -0.217
H -1.834 4.646 0.095
H -0.917 4.752 3.495
H 0.753 4.233 3.175
O 4.834 -5.466 0.915
H 4.756 -6.299 0.384
H 5.228 -5.640 1.807
H 3.962 -5.001 0.989
O -4.701 5.125 -0.109
S -5.530 3.953 0.080
O -6.919 3.920 -0.326
O -5.427 3.476 1.634
C -5.709 4.419 2.657
C -7.203 4.621 2.829
C -4.704 2.554 -0.636
H -5.200 5.369 2.463
H -5.294 4.016 3.588
H -7.635 5.115 1.954
H -7.411 5.241 3.705
H -7.714 3.660 2.942
H -3.669 2.538 -0.287
H -4.731 2.665 -1.722
H -5.229 1.644 -0.341
C -4.108 7.502 4.509
O -4.619 6.801 3.390
H -3.413 6.854 5.047
H -3.580 8.397 4.169
H -4.931 7.781 5.172
H -5.233 7.401 2.933
F -7.314 4.935 -2.140
Li 3.186 5.661 1.812
Al 5.886 -3.915 -5.103

Here are the Löwdin charges for atoms 1 to 6, given in e: -0.097, -0.214, -0.295, -0.268, -0.164, -0.186

> Which value of strongest force on any atom does entry 1 give?

5.6 eV/A

> Among the records above, which one has the lowest charge?

C25H60O20

> Which of these has the lowest strongest force on any atom?

C25H61AlBCl2FLiO7S